# 1
46
Properties=species:S:1:pos:R:3:mulliken_spin:R:1 method="wB97M-V/def2-TZVPD" charge=+3 max_force_ha_per_bohr=0.0154 gap_ev="7.377 / 7.775" homo_ha="-0.656 / -0.656" multiplicity=3 s2=2.01
C -3.36092 -1.49469 1.35113 -0.003
C 2.58966 -0.97747 0.95525 0.000
H 2.87209 -0.00031 -3.27984 0.002
H -2.45921 -2.25002 -3.26646 0.001
N 0.26338 -1.08340 1.28465 -0.050
H 2.46259 -1.41476 3.77738 0.000
C -2.61040 -1.41236 -1.30542 -0.016
N 2.18823 -0.96468 -0.35821 -0.019
C -4.33141 -1.57657 0.34628 0.000
H -4.69053 -1.61498 -1.76870 0.000
C -2.05075 -1.38323 0.98492 0.005
V 0.21369 -0.68348 -0.64950 2.080
N -1.68081 -1.33670 -0.33462 -0.025
H 1.52296 -1.06119 -2.84593 -0.014
H -5.37595 -1.67787 0.61258 0.000
H -1.06663 -1.27140 -2.83485 -0.011
H -2.54974 5.56403 0.32174 0.000
C -0.89978 -1.54006 3.28102 -0.008
N -0.33581 5.80201 -0.92471 0.004
C -3.95549 -1.53969 -0.97814 -0.004
H -0.72731 6.71217 -0.73300 0.000
H 5.91132 -0.77061 0.51018 0.000
H 5.17667 -0.79936 -1.85584 0.000
C -0.30394 2.32687 -0.73695 0.046
H 3.06816 -1.74602 -3.31599 0.000
H 4.21943 -0.91001 2.32736 0.000
N -0.32946 3.53488 -0.92653 0.014
C 1.45262 -1.12576 1.90480 0.024
C 2.60809 -0.92478 -2.76545 0.021
C 0.31974 -1.54137 3.95271 0.016
C -0.94177 4.68671 -0.57733 -0.001
C 3.09968 -0.90658 -1.35088 -0.016
C 3.90880 -0.90357 1.29179 -0.002
H 0.55318 5.76091 -1.39822 0.000
H 0.34125 -1.71397 5.02120 0.000
N -2.09727 4.69851 0.06571 0.002
H -2.58811 3.84470 0.26183 0.000
C 4.85821 -0.82651 0.26546 -0.001
H -1.82097 -1.72781 3.81440 0.000
C 4.45425 -0.83784 -1.05132 -0.004
H -2.60479 -0.50028 -3.24380 0.001
N -0.12476 1.14720 -0.67405 -0.076
C 1.51415 -1.35958 3.26182 -0.008
C -0.89383 -1.32055 1.92016 0.024
C -2.15448 -1.35015 -2.73060 0.018
H -3.64403 -1.53038 2.39398 0.000

# 2
45
Properties=species:S:1:pos:R:3:nbo_charge:R:1 method="wB97M-V/def2-TZVPD" max_force_ha_per_bohr=0.0118 gap_ev=8.492 smiles="Cc1cc(C)c(OCC(=O)Nc2cc(C(=O)O)cc(C(=O)O)c2)cc1C" homo_ha=-0.311 multiplicity=1 relative_energy_kcal_mol=0.00
C -0.16224 2.83062 0.68357 0.658
O 5.80014 0.51530 -0.71463 -0.588
H 5.78036 2.82411 -0.51253 0.504
O 4.91328 2.49987 -0.22295 -0.679
C -2.08647 -1.43433 -0.92661 -0.029
C -2.42043 1.03025 0.34344 0.250
H -1.85114 -0.27294 -2.69207 0.205
H -0.56318 1.09195 1.64476 0.420
C -2.21215 1.00490 -1.03448 -0.015
C -1.61322 3.22932 0.95945 -0.159
C 2.22107 -1.35534 0.50134 -0.176
H 0.22547 -0.99832 1.16315 0.240
C -2.03779 -0.24140 -1.62758 -0.197
H -1.00101 -3.25424 -1.12528 0.234
O 0.58551 3.55723 0.07103 -0.598
H -1.92076 3.92101 0.16689 0.206
H 2.60047 2.48820 0.40570 0.268
C -2.37463 -1.39991 0.44109 0.009
H -1.57955 -2.58421 -2.65895 0.214
C -1.82802 -2.73865 -1.61227 -0.635
C -2.53031 -0.16741 1.04944 -0.274
C 1.28931 0.84601 0.84198 0.219
C 1.15866 -0.53889 0.87262 -0.185
H -1.49244 -3.17615 1.22028 0.245
C 4.86404 1.16725 -0.32588 0.778
O -2.52868 2.17003 1.13284 -0.518
H -2.31023 1.96183 -2.93481 0.222
H -3.19979 -3.33421 0.82738 0.218
C 2.49556 1.41683 0.44840 -0.183
H 2.92497 -4.47153 0.25981 0.504
O 3.11828 -3.52085 0.25746 -0.674
H -2.70255 -3.38580 -1.55372 0.215
O 0.94024 -3.35361 0.69431 -0.611
H -1.23364 2.76540 -1.79829 0.230
C 2.00743 -2.82153 0.50245 0.788
C -2.18303 2.23709 -1.89036 -0.652
H -2.73563 -0.10636 2.10954 0.219
H 4.26564 -1.40773 -0.17797 0.254
H -2.98893 2.91522 -1.61532 0.217
N 0.17916 1.61509 1.19662 -0.634
H -2.71322 -2.44703 2.27652 0.214
C 3.43017 -0.79098 0.11248 -0.129
C 3.55935 0.59343 0.09081 -0.170
C -2.45238 -2.66029 1.24294 -0.647
H -1.63772 3.78079 1.90737 0.219

# 3
46
Properties=species:S:1:pos:R:3:nbo_charge:R:1 method="wB97M-V/def2-TZVPD" max_force_ha_per_bohr=0.0245 gap_ev=8.275 smiles="COc1cc(/C=C/C(=O)O)cc(S(=O)(=O)N2CCc3ccccc32)c1OC" homo_ha=-0.313 multiplicity=1 relative_energy_kcal_mol=45.35
C 3.44981 -0.12215 2.82023 -0.240
H -2.97336 3.19922 -0.94747 0.217
H -3.50201 1.27622 -2.37237 0.223
C 1.14695 0.58127 -1.39207 -0.086
H -3.06498 -1.04099 -1.57479 0.245
C 0.99904 1.49353 -2.51050 -0.105
S -0.87493 -2.52134 0.09116 2.329
H -2.50065 -1.60925 2.93048 0.208
H -0.39933 -0.82714 -1.95540 0.250
H 4.14448 0.54737 3.32740 0.194
H -0.77671 -1.86208 2.60754 0.243
C -1.45045 0.23937 2.42564 -0.445
H 0.75811 3.92305 -5.31111 0.501
C -2.85038 -0.18550 -0.95548 -0.223
H -1.96856 0.65273 3.29054 0.226
C 0.34009 -0.54600 -1.22667 -0.202
C -0.16874 2.51488 -4.43094 0.752
O -1.13620 2.61994 -5.14417 -0.587
H 1.79914 2.20957 -2.64435 0.224
O 0.90802 3.30861 -4.57605 -0.694
H 2.73107 1.71785 -0.48675 0.227
C -0.04967 1.53998 -3.34003 -0.306
C -3.08339 1.11263 -1.39081 -0.210
C -2.31355 -0.35657 0.30577 0.104
C -2.02563 0.73284 1.12854 0.025
O 3.21506 0.48512 1.56549 -0.504
O 1.54589 -1.89786 1.98055 -0.541
C -1.65342 -1.28415 2.31965 -0.233
H 1.60492 -3.80335 1.14677 0.215
H 3.91411 -1.10514 2.71483 0.176
H -2.02779 2.86432 1.31405 0.215
H 3.18899 -2.98193 1.30336 0.170
C 2.20865 -3.13891 1.76592 -0.256
O -0.55014 -3.63468 0.92757 -0.933
C 1.43761 -1.09167 0.86942 0.188
C -2.25660 2.01658 0.68557 -0.221
H -0.89678 0.87911 -3.24323 0.227
H -0.39373 0.50836 2.50205 0.216
N -1.98066 -1.57203 0.92275 -0.652
C 2.25934 0.04259 0.71515 0.327
C 2.09314 0.85052 -0.41092 -0.207
C 0.48580 -1.34799 -0.11784 -0.298
O -1.40981 -2.79776 -1.20481 -0.931
H 2.53373 -0.21418 3.40553 0.189
H 2.33082 -3.57457 2.75549 0.198
C -2.78729 2.19961 -0.58569 -0.212

# 4
67
Properties=species:S:1:pos:R:3:mulliken_charge:R:1 method="wB97M-V/def2-TZVPD" max_force_ha_per_bohr=0.1022 gap_ev=1.621 homo_ha=-0.253 multiplicity=1
S -3.29348 -8.99926 1.86716 1.282
H -1.28200 -1.14699 1.97293 0.463
H -0.00365 4.14450 -1.63376 0.385
O 4.66516 -0.17743 4.55908 -0.624
C -1.40489 4.97019 -0.14521 -0.452
C 2.95015 3.09870 4.28576 -1.011
O 0.70760 3.37999 1.98715 -0.577
F 1.96303 3.95996 -1.74311 -0.826
F -1.12820 3.50438 -4.58601 -0.276
Na 3.99344 -3.21114 -2.18394 0.925
C -1.36120 -2.57196 0.35351 0.890
H -1.62635 5.95439 0.27306 0.285
O 2.98087 1.13489 3.00128 -0.431
H -5.06923 3.07487 -6.68594 0.357
C -1.57679 1.62471 -5.92086 -0.350
C -4.13552 -5.93764 -1.28934 0.221
O -1.22977 -3.77203 0.41643 -0.681
Br -4.38925 -1.46026 -0.74884 -0.404
S 2.59516 -1.70004 -0.75693 0.441
O -1.89783 -8.68531 2.20999 -0.531
Be 0.99680 0.29128 -3.19538 0.250
H 3.06724 -1.80980 1.69249 -0.394
H 3.57699 5.16253 6.52405 0.350
F 0.20293 6.12338 -1.44717 -0.311
O 3.56574 -0.94619 -1.52958 -0.508
C -3.71044 1.44839 -7.01389 -0.523
C 4.83390 1.68123 5.98687 -0.972
H 2.23914 3.56289 3.61153 0.664
C -3.22246 3.36342 -5.64240 -0.453
Br -2.93464 -4.56859 -0.58641 0.268
C 4.34164 1.07501 4.90693 0.142
In 0.60638 -0.25428 0.08620 1.134
O -3.53156 -10.42845 2.05456 -0.499
O -1.16901 4.03622 0.91650 -0.326
O 0.83621 4.67620 0.18342 -0.209
C 4.42660 3.05085 6.29153 0.884
O 3.08578 4.94988 5.70821 -0.563
Br -5.99524 -5.43478 -1.11496 -0.040
H -0.58992 1.23890 -5.70072 0.395
C -0.08439 4.92656 -0.88655 0.271
H 2.96781 -3.48787 0.92365 0.208
O -4.18895 -8.20476 2.71630 -0.464
O -3.56053 -8.65742 0.45974 -0.482
C -0.65009 -1.74671 1.32316 -0.511
C 3.43816 3.71939 5.37347 0.567
C -4.09161 2.66648 -6.46841 -0.319
H 4.44647 -2.43834 0.69369 0.502
H -2.15746 -0.02381 -7.15769 0.361
H 4.16253 -0.32794 3.73722 0.216
C 3.36277 -2.44970 0.79740 -0.306
H -4.39307 0.90568 -7.65386 0.366
H -0.27839 0.41135 -1.23888 -0.345
H -3.98634 -6.82363 -0.67502 -0.162
Ca 1.67418 -3.45250 2.22219 1.374
H 5.53165 1.20155 6.65899 0.429
H -2.24018 4.65438 -0.76495 0.264
H 1.16951 0.99178 1.15656 -0.240
F -2.03799 -1.95402 -0.57086 -0.025
H -3.50358 4.31023 -5.20122 0.419
O 4.84509 3.66787 7.24836 -0.598
C -2.45465 0.92763 -6.73738 -0.364
C 3.37477 1.75492 3.98020 0.916
C 0.17352 3.99014 1.10182 0.594
H 0.04559 -2.34692 1.88961 -0.715
Br -3.69017 -6.42255 -3.10591 -0.070
O 2.03087 -2.86777 -1.48862 -0.643
C -1.97563 2.83148 -5.38290 0.383

# 5
42
Properties=species:S:1:pos:R:3:nbo_charge:R:1 method="wB97M-V/def2-TZVPD" charge=+1 max_force_ha_per_bohr=0.0626 gap_ev=6.859 homo_ha=-0.426 multiplicity=1 relative_energy_kcal_mol=23.71
H 1.15552 -2.55836 -1.36410 0.227
H -0.38093 5.89570 -0.31590 0.233
O -0.89318 3.98095 0.00811 -0.441
C -0.06344 1.95189 -1.17646 -0.479
C -1.71212 -2.44896 0.51727 -0.421
H 1.99378 1.45331 -2.75855 0.194
O 0.82450 -0.14945 -1.92652 -0.486
C 2.66221 -0.36433 1.68944 -0.250
C 0.48373 -1.21343 1.09389 -0.071
C -1.89594 1.89194 0.41837 -0.296
C 0.75151 0.04923 3.15318 -0.225
C -0.03006 -0.77752 2.32657 -0.203
H -2.90653 0.01884 0.58806 0.232
C -1.10344 -0.27264 -0.60050 -0.442
H -2.68164 -1.92698 0.82604 0.223
C 2.09732 0.26322 2.81023 -0.038
H -1.03823 -1.08213 2.67026 0.231
H 2.54095 -0.24449 -3.03740 0.228
C -0.08300 4.94643 -0.77200 -0.266
C -0.09053 0.57883 -1.24432 0.635
H 2.33870 -1.75011 0.09356 0.217
H -0.56910 -4.38705 -2.10711 0.236
H -1.24227 -3.00666 1.39849 0.239
H 0.60698 2.55307 -1.85625 0.254
C -0.90066 2.64804 -0.25409 0.521
C -2.07306 0.55844 0.18998 0.003
H 2.74928 0.49940 -1.37985 0.214
H -2.91079 -3.35749 -1.13504 0.222
C 0.13520 -2.61179 -1.02143 -0.230
H -0.36825 4.94518 -1.82793 0.205
H -2.53545 2.41265 1.12182 0.259
H -1.56643 -0.98417 -1.30394 0.344
C -0.72085 -3.58909 -1.36302 -0.128
H 0.31625 0.49847 4.06126 0.243
H 3.72556 -0.24331 1.49584 0.237
H -2.13136 -4.51777 -0.04649 0.239
C 2.11404 0.45710 -2.30003 -0.266
C -1.98704 -3.54687 -0.55518 -0.464
H 0.99424 4.78492 -0.64611 0.207
C -0.46023 -1.63237 -0.03227 -0.009
C 1.85089 -1.15091 0.86783 -0.160
Cl 3.00388 1.42828 3.69429 0.034